Density functional theory data (ωB97M-V/def2-TZVPD) for C11H44AsF6N22O11 as an isolated structure in a non-equilibrium geometry.

Output
Highest occupied orbital energy   -0.268 hartree
Charge   -1
2S+1   1
Orbital gap   9.4 eV

Each line ends with the Löwdin charge.
CARTESIAN COORDINATES (ANGSTROEM)
As -0.85788 -0.16647 -0.94572  0.8418
F -2.56404 -0.02036 -1.40278  -0.2622
F 0.82645 -0.22594 -0.50986  -0.2295
F -0.85686 -1.83109 -1.45490  -0.2499
F -0.38855 0.28993 -2.60770  -0.2652
F -0.96115 1.58957 -0.52100  -0.2815
F -1.34230 -0.57542 0.68026  -0.2515
O -2.02639 0.80831 4.59575  -0.0013
O 0.76282 -3.63604 -5.29963  -0.0153
O -5.23748 -2.08914 2.04568  -0.0402
O 4.18218 -3.37228 -0.92799  0.0019
O -0.95363 -4.54730 2.02650  -0.0111
O 2.97039 2.66662 4.85018  0.0052
O 2.86535 -1.38063 2.01400  -0.0416
O 3.66040 0.17750 -4.23591  -0.0205
O -3.44252 3.21888 1.13996  -0.0004
O 0.72966 4.27485 -4.32264  0.0456
O 0.61271 6.05111 1.86614  0.0251
N 0.82884 3.04545 -2.44240  0.1487
N -2.99036 -5.60731 1.94736  0.1359
N -1.74447 3.00388 4.17153  0.1443
N -0.36111 4.41446 0.67704  0.1640
N 3.48396 1.05520 3.23795  0.1487
N -4.05244 2.18342 -0.74640  0.1599
N 1.19815 -2.97941 -3.17543  0.1568
N -1.11636 1.32602 2.59696  0.1799
N -4.19822 -0.20882 2.79613  0.1821
N 4.03594 -1.18331 -1.42697  0.1928
N 1.59340 1.01900 4.47198  0.1509
N -5.62090 2.94397 0.65527  0.1545
N 2.48132 -1.16955 -5.48253  0.1968
N -3.49902 -2.28832 3.52740  0.1817
N 2.73540 3.93506 -3.35113  0.1586
N 2.70593 1.00982 -6.03161  0.1646
N 1.43609 3.95249 2.14538  0.1515
N -0.69256 -2.16440 -4.36163  0.1630
N 0.94344 -2.48565 2.65236  0.1640
N 4.34032 -2.83906 -3.07130  0.1466
N 2.48234 -3.51030 1.19512  0.1656
N -2.62794 -3.61939 0.92417  0.2049
C -4.33109 -1.56436 2.73990  -0.6572
C 0.41126 -3.02184 -4.29121  -0.6655
C 1.43284 3.75679 -3.50709  -0.7292
C 2.70536 1.69277 4.17739  -0.7441
C -4.32865 2.89740 0.34197  -0.7169
C 0.54393 4.87595 1.55773  -0.6797
C 2.14606 -2.40251 1.96989  -0.5903
C 4.26354 -2.48515 -1.75145  -0.6684
C -2.11768 -4.55917 1.58448  -0.7074
C 2.85683 0.02508 -5.16702  -0.7529
C -1.64782 1.64299 3.78978  -0.6914
H -0.08058 2.81980 -2.79941  0.0739
H 0.96640 1.45855 5.11242  0.0868
H 4.01739 -0.40287 -2.09351  0.0807
H 1.75430 0.89610 -6.35637  0.1048
H 1.27032 2.31477 -1.94903  0.0557
H -2.78247 -1.82430 4.03864  0.0904
H -1.30578 -2.28640 -5.16261  0.1063
H -1.38944 3.27045 5.11057  0.1154
H 3.14712 -3.41102 0.43381  0.0281
H -1.06756 -1.73794 -3.56116  0.0254
H 4.71571 -3.77177 -3.08706  0.1011
H -2.03740 -2.87116 0.57110  0.1045
H 1.55296 4.30797 3.06836  0.0745
H 0.54105 -1.60295 2.96527  0.0901
H -5.68741 3.46292 1.50320  0.0975
H -0.19671 3.46241 0.41521  0.0426
H 1.11363 0.51900 3.69968  0.0862
H -4.58941 1.38808 -1.01722  0.0950
H 4.84366 -2.20807 -3.67610  0.0918
H 3.27815 0.08853 3.00471  0.0313
H 4.38678 1.48410 2.91326  0.1293
H -6.29790 3.26737 -0.02893  0.1115
H 3.81535 -0.93664 -0.46120  0.0994
H -1.09966 2.10876 1.97511  0.0471
H -1.36013 4.62973 0.73967  0.1014
H -3.02631 2.12272 -0.93576  0.0935
H -1.55956 0.53340 2.11566  0.0721
H 2.62819 -1.87567 -4.76412  0.0789
H 3.19386 4.20229 -4.22794  0.1193
H -4.77461 0.31085 2.16840  0.0893
H -2.53245 -6.07542 2.76659  0.1209
H -1.68290 3.69867 3.39585  0.0928
H 1.03627 3.01786 2.23875  0.0610
H 2.71028 1.89032 -5.49544  0.1042
H 1.76787 -3.81033 -3.11245  0.0992
H -3.91292 -5.38915 2.21960  0.0657
H 1.63350 -4.01527 0.98947  0.0777
H 0.34304 -3.24281 2.37512  0.0239
H 1.95066 -1.43149 -6.31301  0.1268
H -3.49404 -3.68241 0.39784  0.1402
H 3.18961 3.24345 -2.76505  0.1068
H -3.40849 -3.21980 3.20607  0.0566
H 0.68836 -2.96243 -2.28507  0.0860
H -3.53426 0.33649 3.32309  0.0516

Cartesian forces (eV/Å) of the 3 atoms listed first:
As 0.155 2.072 -1.217
F 0.922 -0.530 0.134
F -0.911 0.008 -0.034

=====

Density functional theory data (ωB97M-V/def2-TZVPD) for a 12-piece molecular cluster, C11H44F2NO15S2 overall in a non-equilibrium geometry.

Output
Highest occupied orbital energy   -0.268 hartree
Charge   -1
2S+1   1
Orbital gap   9.8 eV

Each line ends with the Löwdin charge.
CARTESIAN COORDINATES (ANGSTROEM)
S 0.83934 0.50370 0.46025  0.4261
S -0.32498 -0.61027 -1.27904  0.5913
F 2.26883 0.52679 1.20847  -0.1704
F 0.17795 -1.00916 -2.75406  -0.1878
O -2.60246 -5.33970 -1.87627  -0.1354
O -0.37766 -2.82973 3.41823  -0.1193
O 0.68393 4.72563 0.46946  -0.1448
O 2.84565 -2.67771 -0.98020  -0.1618
O -2.66526 4.05351 1.28386  -0.1285
O 4.65597 -1.79429 1.01960  -0.1359
O -2.51089 -0.16922 2.45759  -0.1380
O 0.23864 -0.71977 5.15529  -0.1274
O 0.60057 1.88777 0.14237  -0.2762
O -1.92746 4.25638 -3.50620  -0.1308
O -0.84802 -1.88506 -0.86263  -0.2692
O 3.06681 0.92284 -2.47781  -0.1515
O -1.24373 0.47373 -1.53591  -0.2502
O -2.76604 -0.49936 -5.77481  -0.1203
O 0.11872 -0.11568 1.53600  -0.2608
N 1.25265 -0.31048 -0.70450  -0.2682
C -2.71630 0.07851 -4.47722  -0.1672
C -2.33791 -4.43850 -0.78407  -0.1489
C 2.16363 1.64983 -3.32479  -0.1410
C -3.37202 -0.15380 1.33492  -0.1596
C 1.97002 5.23910 0.15527  -0.1549
C 0.74859 -3.17284 2.65717  -0.1840
C 2.10055 -3.71333 -1.65763  -0.1057
C -1.80099 3.32698 2.15256  -0.1547
C 4.77342 -2.89410 1.90319  -0.1687
C -0.06192 0.66294 5.00370  -0.1206
C -1.88491 3.89086 -2.12723  -0.1453
H -1.21165 2.65543 1.52685  0.0517
H 2.81473 4.75499 0.64810  0.0781
H -2.67395 -4.84747 0.17005  0.0817
H -2.84415 4.17462 -3.78058  0.0640
H -0.88208 0.98315 5.65391  0.0833
H 4.07969 -2.06129 0.28377  0.0279
H 2.52489 0.45312 -1.81734  0.0038
H 0.70489 3.75809 0.44628  0.0186
H -3.59245 0.68807 -4.28488  0.0804
H 0.44448 -3.70923 1.75526  0.0729
H 5.22987 -2.56705 2.83865  0.0709
H -2.18571 4.85045 1.04164  0.0598
H -1.14794 3.99829 2.71289  0.0806
H 5.44407 -3.61073 1.41698  0.0728
H -4.41787 -0.04579 1.62703  0.0733
H 1.58054 0.90742 -3.87289  0.0655
H -3.26927 -1.05645 0.72818  0.0724
H 1.45054 -3.77167 3.25400  0.0696
H 1.99742 6.28025 0.48126  0.0692
H -1.26562 -4.23779 -0.76745  0.0462
H 2.76604 2.29223 -3.96204  0.0741
H -1.69658 -0.60547 2.15878  0.0304
H 2.64386 -4.63555 -1.44610  0.0774
H -2.60861 -0.68322 -3.69413  0.0665
H -0.14468 -2.07436 3.98299  0.0288
H -2.09467 -6.12725 -1.65793  0.0622
H 0.82947 1.26135 5.22364  0.0821
H -1.77229 0.60728 -4.29858  0.0692
H -2.35197 2.68011 2.83568  0.0727
H 1.52228 2.26924 -2.69012  0.0703
H 3.80927 -3.32835 2.17670  0.0604
H 2.13557 -3.47947 -2.72090  0.0837
H -2.09279 -1.18493 -5.78339  0.0702
H 1.35378 -2.34691 2.26280  0.0646
H -3.16935 0.71026 0.69099  0.0700
H -2.81714 -3.49575 -1.03229  0.0686
H 2.24666 -1.90375 -0.98477  0.0235
H -2.50832 4.51896 -1.48715  0.0700
H 2.05769 5.21447 -0.93360  0.0751
H 1.12744 -3.80444 -1.17403  0.0615
H -0.85699 3.90137 -1.77116  0.0688
H -2.23165 2.85612 -2.04784  0.0653
H -0.35686 0.78122 3.96082  0.0645
H 0.36474 -0.88517 6.09438  0.0874

Cartesian forces (eV/Å) of the 3 atoms listed first:
S 2.910 4.752 7.712
S -0.691 -2.534 -3.823
F -0.118 0.333 -0.894

=====

Density functional theory data (ωB97M-V/def2-TZVPD) for a 11-piece molecular cluster, C11H44N22O11 overall in a non-equilibrium geometry.

Output
Highest occupied orbital energy   -0.299 hartree
SMILES string   NC(N)=O.NC(N)=O.NC(N)=O.NC(N)=O.NC(N)=O.NC(N)=O.NC(N)=O.NC(N)=O.NC(N)=O.NC(N)=O.NC(N)=O
2S+1   1
Orbital gap   7.7 eV

Each line ends with the Löwdin charge.
CARTESIAN COORDINATES (ANGSTROEM)
O -0.55727 0.23850 3.26533  -0.0252
O 0.39131 -3.61684 -1.36086  0.0015
O -2.71687 3.81582 3.27612  0.0003
O -5.53172 -1.36892 3.15076  -0.0009
O -1.81762 -0.24387 0.32105  -0.0366
O 2.04399 2.63597 4.03558  0.0413
O -3.06964 -0.93344 -3.21424  -0.0050
O -0.12643 -3.92519 3.07052  -0.0049
O -1.01138 4.60691 -1.00781  -0.0041
O 1.18849 0.39875 -3.97456  0.0339
O 3.02252 0.63571 -0.63661  0.0057
N 0.25279 0.64520 5.34793  0.1728
N -2.05113 3.08051 -2.36380  0.1837
N 5.24334 0.08496 -0.70056  0.1737
N -2.93893 -2.30602 -1.46115  0.1837
N 3.37225 2.06865 2.26821  0.1640
N -0.14238 -1.51265 4.62288  0.1754
N 4.48299 2.05325 -1.58422  0.1709
N 0.91843 -4.85324 1.25413  0.1605
N -4.45239 -0.37278 1.39898  0.1619
N 0.40191 0.38981 0.59769  0.1942
N -3.82913 -3.09075 -3.44349  0.1590
N 4.30332 2.72815 4.26955  0.1418
N 1.69760 -4.35729 -3.06480  0.1529
N 3.17517 -0.59809 -3.56478  0.1632
N -1.78489 2.80208 1.47083  0.1827
N 2.28367 -0.57238 -5.70407  0.1540
N -2.19745 5.07262 1.47259  0.1499
N -2.97863 5.15308 -1.98913  0.1591
N -0.49543 0.10303 -1.45550  0.1791
N 0.16635 -2.69769 1.17926  0.1715
N -0.28747 -3.30261 -3.53165  0.1959
N -3.26027 -1.18362 3.13183  0.1629
C 3.14979 2.49738 3.55753  -0.6573
C 0.28807 -3.85623 1.91820  -0.6542
C -0.21144 -0.18041 4.37254  -0.6388
C -4.50169 -1.06067 2.56627  -0.6852
C -1.93366 4.28593 -1.74271  -0.6543
C -2.23486 3.88165 2.14898  -0.6811
C 4.18222 0.90332 -0.90893  -0.6971
C -3.28852 -2.04837 -2.73796  -0.7101
C -0.72110 0.13100 -0.09938  -0.6441
C 0.59979 -3.69150 -2.56410  -0.6131
C 2.14785 -0.22065 -4.39329  -0.6786
H 3.05277 -1.15188 -5.98141  0.0888
H -1.84601 5.05746 0.53212  0.0222
H 4.21247 2.95683 5.24152  0.0997
H -0.38005 -2.22994 3.94914  0.0512
H -2.77974 -1.47600 -0.90645  0.0637
H -2.98605 6.00409 -1.46281  0.1016
H -2.86392 2.90283 -2.92402  0.0987
H 0.58272 0.26940 6.21225  0.0958
H 2.03308 -4.08272 -3.97064  0.0863
H 4.33319 1.91526 2.03799  0.0796
H 6.19306 0.38245 -0.81865  0.1017
H 1.31263 0.41757 0.17091  0.0505
H 1.58929 -0.25630 -6.35365  0.1062
H 0.31451 -1.81523 5.46455  0.0955
H -1.27325 2.90813 0.61026  0.0669
H -0.45702 -1.99176 1.53664  0.0661
H 0.14839 -2.89440 0.18541  0.0320
H 5.22556 2.58698 3.90544  0.0835
H -5.26169 -0.25952 0.82099  0.1004
H 3.69803 2.66172 -1.75275  0.1192
H -3.68751 4.85891 -2.63200  0.0910
H 4.06471 -0.82795 -3.97200  0.0926
H 5.06301 -0.82568 -0.31563  0.1157
H 2.33914 -4.75123 -2.40328  0.1000
H 5.39628 2.42661 -1.76329  0.1006
H -2.45659 5.86300 2.02846  0.0958
H -1.51044 2.29970 -2.03239  0.0774
H 0.29850 1.58688 4.99563  0.0873
H 0.43180 0.04308 -1.83817  0.0653
H 3.16763 -0.10715 -2.68200  0.0530
H -3.18350 -1.34142 4.11698  0.0976
H 1.16257 -4.67519 0.29452  0.0629
H -1.30074 0.01049 -2.05707  0.0681
H 0.13444 -3.29984 -4.44214  0.0951
H 0.28891 0.51654 1.59854  0.0658
H -2.88993 -3.20356 -1.01457  0.1127
H -3.52408 -0.23349 1.04595  0.0291
H -4.04971 -2.91105 -4.40322  0.1047
H -4.08101 -3.86480 -2.85858  0.0989
H -2.44634 -0.96580 2.58195  0.0434
H -1.75253 1.89183 1.90284  0.0697
H 1.10222 -5.70802 1.74075  0.1020
H -1.13854 -2.81996 -3.29432  0.0717
H 2.55219 1.91405 1.71302  0.0852

Cartesian forces (eV/Å) of the 3 atoms listed first:
O -0.368 0.234 -0.037
O 0.084 -0.217 -0.517
O 0.303 -0.119 -0.093